## a
The following is a DFT calculation (wB97M-V/def2-TZVPD) of a 2-piece molecular cluster, C4H12S overall.

The net charge is 0. Its SMILES is CCS.CC.

Geometry (Å):
C -2.2806 1.9986 2.6724
C -1.3642 1.7350 1.5145
S -0.2683 0.3034 1.4485
H -1.8599 1.9107 3.7051
H -2.7266 2.9915 2.6445
H -3.0978 1.3039 2.6910
H -0.7668 2.6345 1.4099
H -2.0741 1.6288 0.6767
H 0.4255 0.5422 0.2831
C 2.0775 -1.3071 -2.5282
C 1.4216 -2.4374 -1.7322
H 2.9862 -1.5935 -3.0909
H 1.4626 -0.8138 -3.2776
H 2.5379 -0.5463 -1.8786
H 1.0496 -3.1844 -2.4557
H 0.5616 -2.1169 -1.1041
H 1.9160 -3.0492 -0.9782

For reference, the Mulliken charges in units of e are: C -1.1046; C -0.2898; S -0.2465; H 0.3171; H 0.3115; H 0.3217; H 0.3125; H 0.2704; H 0.1014; C -0.8386; C -0.7543; H 0.3083; H 0.2738; H 0.2522; H 0.2581; H 0.1989; H 0.3080

---

## b
The following is a DFT calculation (wB97M-V/def2-TZVPD) of a 2-piece molecular cluster, C4H12S overall.

The net charge is 0. Its SMILES is CCC.CS.

Geometry (Å):
C -3.0293 -2.1934 0.1225
C -2.0423 -1.0114 0.0009
C -2.4044 -0.1384 -1.2202
H -3.2450 -2.5222 -0.8909
H -2.6878 -2.9716 0.7931
H -3.9947 -1.8076 0.4630
H -2.0221 -0.3425 0.8585
H -1.0495 -1.4317 -0.1475
H -1.5209 0.3165 -1.6643
H -3.2370 0.5257 -0.9996
H -2.7712 -0.7751 -2.0357
C 2.1980 2.2950 0.4802
S 2.7401 0.4886 0.3441
H 1.6920 2.5339 -0.4462
H 3.1311 2.8129 0.6501
H 1.5037 2.3280 1.3104
H 1.4977 0.0449 0.0890

For reference, the Mulliken charges in units of e are: C -1.1580; C -0.0539; C -1.0770; H 0.3143; H 0.3318; H 0.2896; H 0.2617; H 0.1972; H 0.2758; H 0.3185; H 0.3053; C -0.7119; S -0.1575; H 0.2626; H 0.2757; H 0.2624; H 0.0634

---

It comes down to b, which is 28.5 kJ/mol more stable than the next structure.